ORCA calculation (ωB97M-V with the def2-TZVPD basis set) on a structure of composition C38H46BrIrN4O3PS.

The geometry in ORCA input format:
```
! wB97M-V def2-TZVPD RIJCOSX def2/J DEFGRID3
* xyz 1 1
Ir -0.51 1.68 2.22
Br -1.14 1.26 -9.65
C -0.70 2.20 -8.08
C -1.58 3.16 -7.60
C -1.27 3.83 -6.43
C -0.12 3.50 -5.71
C 0.77 2.55 -6.23
C 0.48 1.90 -7.41
N 0.02 4.06 -4.44
N 1.04 3.82 -3.77
C 0.99 3.50 -2.42
C 2.19 3.50 -1.74
C 2.31 3.12 -0.40
C 1.19 2.68 0.29
O 1.26 2.24 1.55
C -0.05 2.71 -0.37
N -1.11 2.29 0.38
C -2.32 2.30 -0.12
C -2.57 2.75 -1.42
C -1.53 3.16 -2.21
C -0.21 3.14 -1.71
H -2.49 3.38 -8.13
H -1.93 4.59 -6.03
H 1.68 2.34 -5.68
H 1.16 1.17 -7.82
H 3.07 3.81 -2.29
H 3.26 3.13 0.11
H -3.12 1.96 0.53
H -3.59 2.77 -1.79
H -1.72 3.51 -3.21
O 0.27 1.10 4.01
N 1.05 2.09 4.51
C 2.17 1.73 5.17
C 2.95 2.68 5.76
C 2.57 4.02 5.68
C 1.44 4.37 4.97
C 0.70 3.38 4.33
S -0.66 3.69 3.29
H 2.36 0.67 5.19
H 3.86 2.38 6.27
H 3.17 4.79 6.16
H 1.13 5.40 4.86
O -0.88 -0.27 1.47
P -0.29 -1.55 0.85
C -1.07 -2.98 1.65
C -1.10 -2.75 3.19
C -2.47 -2.25 3.64
C -3.55 -3.31 3.39
C -3.28 -4.08 2.08
C -2.49 -3.22 1.10
C -0.55 -1.48 -0.95
C -1.96 -1.10 -1.39
C -1.92 -0.61 -2.85
C -0.84 -1.35 -3.67
C -0.65 -2.77 -3.13
C -0.08 -2.74 -1.70
C 1.53 -1.62 1.01
C 2.05 -0.92 2.28
C 3.50 -1.32 2.51
C 3.62 -2.81 2.86
C 2.47 -3.62 2.25
C 2.10 -3.06 0.88
H -0.45 -3.85 1.43
H -0.34 -2.03 3.50
H -0.88 -3.70 3.69
H -2.70 -1.33 3.10
H -2.44 -2.00 4.71
H -4.53 -2.82 3.33
H -3.59 -4.01 4.22
H -4.22 -4.39 1.62
H -2.71 -4.99 2.29
H -3.01 -2.27 0.96
H -2.43 -3.71 0.13
H 0.10 -0.63 -1.21
H -2.37 -0.32 -0.74
H -2.62 -1.97 -1.31
H -1.72 0.46 -2.87
H -2.90 -0.77 -3.31
H 0.11 -0.81 -3.62
H -1.13 -1.38 -4.71
H 0.02 -3.33 -3.78
H -1.62 -3.27 -3.14
H 1.01 -2.77 -1.74
H -0.41 -3.63 -1.17
H 1.87 -1.03 0.15
H 1.46 -1.20 3.15
H 1.96 0.15 2.16
H 3.93 -0.71 3.31
H 4.08 -1.09 1.61
H 3.62 -2.94 3.95
H 4.57 -3.20 2.50
H 1.59 -3.59 2.91
H 2.76 -4.67 2.16
H 1.39 -3.72 0.38
H 2.99 -3.05 0.26
*
```

Summary:
Kohn-Sham gap, eV: 6.261

Here are the Löwdin charges for atoms 1 to 6, given in e:
1 Ir 1.192
2 Br 0.766
3 C -0.695
4 C -0.119
5 C -0.018
6 C -0.262



ORCA calculation (ωB97M-V with the def2-TZVPD basis set) on a structure of composition C38H46MnN3O4SSi2Te.

The geometry in ORCA input format:
```
! wB97M-V def2-TZVPD RIJCOSX def2/J DEFGRID3
* xyz 1 6
Mn 0.24 -0.69 0.68
C 4.40 0.81 -0.98
O 3.51 1.91 -0.60
C 2.38 1.34 -0.24
N 2.31 0.07 -0.17
C 3.65 -0.46 -0.51
C 3.63 -1.55 -1.54
C 4.64 -2.51 -1.54
C 4.68 -3.49 -2.53
C 3.70 -3.52 -3.52
C 2.70 -2.56 -3.53
C 2.66 -1.58 -2.54
C 1.24 2.20 0.14
C 1.32 3.57 0.35
C 0.19 4.23 0.79
C -0.99 3.51 0.97
C -0.96 2.16 0.71
N 0.12 1.53 0.32
C -2.13 1.24 0.83
N -2.04 0.00 0.60
C -3.39 -0.58 0.76
C -4.23 0.63 1.25
O -3.30 1.77 1.16
C -3.43 -1.76 1.71
C -4.47 -2.68 1.59
C -4.55 -3.76 2.46
C -3.59 -3.94 3.45
C -2.56 -3.02 3.57
C -2.48 -1.93 2.71
H 5.37 0.96 -0.51
H 4.52 0.83 -2.06
H 4.07 -0.84 0.42
H 5.40 -2.50 -0.76
H 5.46 -4.24 -2.51
H 3.73 -4.28 -4.29
H 1.94 -2.58 -4.30
H 1.88 -0.83 -2.55
H 2.26 4.08 0.18
H 0.21 5.30 0.98
H -1.90 3.98 1.32
H -3.72 -0.91 -0.22
H -4.54 0.53 2.28
H -5.09 0.85 0.62
H -5.22 -2.56 0.81
H -5.36 -4.48 2.35
H -3.66 -4.79 4.12
H -1.81 -3.15 4.35
H -1.67 -1.23 2.83
O -2.18 0.69 8.61
C -1.05 -0.02 8.41
O -0.47 -0.49 9.34
C -0.59 -0.19 6.99
C -0.96 0.66 5.96
C -0.49 0.46 4.67
C 0.36 -0.61 4.39
S 1.01 -0.88 2.77
C 0.73 -1.47 5.43
C 0.26 -1.25 6.72
H -2.58 0.94 7.77
H -1.59 1.52 6.15
H -0.76 1.15 3.88
H 1.39 -2.30 5.21
H 0.56 -1.90 7.53
C -1.73 -4.56 -3.45
Si -2.19 -5.08 -1.73
C -1.18 -6.55 -1.22
C -4.02 -5.39 -1.58
C -1.83 -3.65 -0.57
Te 0.26 -3.24 -0.37
C 0.54 -4.43 1.37
Si 2.31 -5.10 1.54
C 3.50 -3.66 1.58
C 2.37 -6.10 3.09
C 2.65 -6.16 0.05
H -1.83 -5.40 -4.14
H -0.68 -4.23 -3.48
H -2.36 -3.74 -3.81
H -1.31 -7.38 -1.93
H -1.46 -6.92 -0.22
H -0.12 -6.29 -1.20
H -4.36 -6.17 -2.29
H -4.57 -4.47 -1.80
H -4.28 -5.72 -0.57
H -2.20 -3.82 0.44
H -2.30 -2.73 -0.95
H -0.17 -5.25 1.26
H 0.25 -3.80 2.22
H 3.60 -3.26 2.59
H 3.13 -2.85 0.95
H 4.49 -3.96 1.22
H 2.20 -5.48 3.98
H 3.34 -6.58 3.20
H 1.61 -6.89 3.07
H 2.47 -5.61 -0.88
H 2.01 -7.05 0.06
H 3.69 -6.50 0.04
*
```

Summary:
ΔE to the lowest compared entry with this formula, charge and spin, kcal per mole: 4.6
Kohn-Sham gap (spin up / spin down), eV: 6.650 / 6.782

Here are the Löwdin charges for atoms 1 to 6, given in e:
1 Mn 0.390
2 C -0.012
3 O 0.051
4 C -0.322
5 N 0.102
6 C -0.228



For each record above, in turn, the calculated E_tot values are -145255.91684 -118016.55056 eV.